This record from OMol25 describes C13H15F4N3SeSn as an isolated structure in a non-equilibrium geometry. The level of theory is ωB97M-V/def2-TZVPD.

Calculated values
total charge = 0
molar mass = 486.95 u
E_HOMO = -7.8 eV
E_tot = -100241.193 eV
multiplicity = 1
energy above the lowest of the compared OMol25 structures with the same formula, charge and spin = 12.5 kcal/mol
E_LUMO = -0.4 eV
orbital gap = 7.5 eV

Positions of all 37 atoms, in Å:
1 Sn -0.951 1.030 1.094
2 C 0.136 -3.345 2.390
3 C -0.306 -1.889 2.366
4 N -0.159 -1.190 1.065
5 C -0.835 -1.888 -0.056
6 C -2.349 -1.947 0.082
7 C 1.257 -0.931 0.749
8 C 1.511 -0.067 -0.482
9 N 0.522 1.009 -0.573
10 C 0.549 1.834 -1.677
11 C -0.526 2.691 -1.956
12 F -1.566 2.711 -1.091
13 C -0.606 3.491 -3.074
14 F -1.700 4.244 -3.247
15 C 0.411 3.524 -4.008
16 C 1.501 2.725 -3.746
17 F 2.542 2.731 -4.591
18 C 1.583 1.919 -2.625
19 F 2.726 1.219 -2.461
20 H 0.154 -3.687 3.424
21 H -0.550 -3.991 1.841
22 H 1.137 -3.480 1.981
23 H -1.351 -1.821 2.669
24 H 0.261 -1.316 3.100
25 H -0.579 -1.349 -0.968
26 H -0.434 -2.902 -0.145
27 H -2.782 -0.953 0.197
28 H -2.776 -2.386 -0.819
29 H -2.665 -2.556 0.930
30 H 1.664 -0.403 1.619
31 H 1.818 -1.864 0.643
32 H 2.527 0.306 -0.339
33 H 1.521 -0.663 -1.401
34 H 0.361 4.148 -4.886
35 Se -0.620 2.022 6.193
36 C -0.683 1.641 4.474
37 N -0.742 1.384 3.328

Cartesian forces (eV/Å) of the 2 atoms listed first:
Sn -1.135 0.383 -0.536
C -0.015 0.011 -0.109